Entry 1:
{"formula": "CH2O4Si", "method": "ωB97M-V/def2-TZVPD", "species": ["H", "O", "O", "Si", "O", "C", "H", "O"], "xyz": [[-0.889318, -1.235556, 1.557837], [-0.829214, 1.738626, 0.594836], [1.128635, 0.711412, -0.686839], [-1.041638, 0.476659, -0.231791], [2.188389, -0.974883, 0.324864], [1.820046, -0.077172, -0.260361], [-1.490828, 0.549999, -1.558875], [-0.886074, -1.189085, 0.260331]], "forces_ev_per_a": [[0.1, 0.4, -6.2], [-0.8, -0.5, 0.4], [-1.2, 3.4, -3.0], [0.8, -1.3, 2.4], [2.4, -1.8, 0.9], [-0.5, -2.2, 1.7], [-0.4, -0.4, -1.3], [-0.4, 2.2, 5.1]], "spin_multiplicity": 1, "molar_mass_g_mol": 106.1, "lumo_ev": -0.3}

Entry 2:
{"formula": "C5H9N", "method": "ωB97M-V/def2-TZVPD", "species": ["C", "C", "C", "H", "N", "H", "H", "H", "H", "H", "H", "C", "H", "C", "H"], "xyz": [[-0.200512, 1.325185, -0.115378], [-1.255004, 0.163599, 0.309038], [0.892655, -0.877765, -0.310042], [1.884244, 0.942092, -1.144270], [1.668248, -0.149151, 0.706797], [-2.239915, 0.233607, -0.061605], [-0.580484, 1.787722, -1.133952], [1.565966, -1.578356, -0.877047], [-1.099975, -1.604097, -1.006482], [-1.398352, 0.206250, 1.325000], [-0.249072, 2.152391, 0.590996], [-0.576742, -1.203524, -0.091420], [-0.761068, -2.069430, 0.547835], [1.171304, 0.675163, -0.306975], [1.178702, -0.003687, 1.567511]], "forces_ev_per_a": [[-1.9, 0.0, -2.3], [2.9, -0.4, -1.4], [1.1, 0.4, -0.3], [-0.9, 0.4, 1.4], [0.6, -0.9, 0.9], [-0.9, 0.4, -1.0], [0.9, -0.9, 1.8], [-1.0, 0.8, 0.4], [1.0, 0.7, 0.2], [0.0, 0.1, 2.7], [0.2, 0.0, 0.2], [-0.8, 0.4, -1.1], [0.2, 0.4, 0.8], [-1.2, -1.4, -3.0], [-0.3, -0.1, 0.6]], "spin_multiplicity": 1, "smiles": "C1C[C@@H]2N[C@@H]2C1", "molar_mass_g_mol": 83.1, "lumo_ev": 1.2}